No. 1
The following is a DFT calculation (ωB97M-V/def2-TZVPD) of a 10-piece molecular cluster, C10H40N20O10 overall in a non-equilibrium geometry.

Geometry (Å):
C (-0.7060, 0.5180, 0.7090)
O (-1.5216, 1.4514, 0.7528)
N (0.2693, 0.5316, -0.2367)
N (-0.6328, -0.4191, 1.6901)
H (0.4140, 1.4189, -0.6901)
H (0.8055, -0.2992, -0.4359)
H (-0.2054, -1.3104, 1.4703)
H (-1.5228, -0.4020, 2.1803)
C (3.5042, 1.5447, -4.0601)
O (2.9726, 0.7029, -4.7771)
N (4.2852, 2.5560, -4.5549)
N (3.4926, 1.4113, -2.6997)
H (4.2761, 2.6284, -5.5571)
H (4.3212, 3.3718, -3.9670)
H (3.7985, 2.1287, -2.0646)
H (3.1174, 0.5827, -2.2549)
C (-1.0282, 5.3714, 0.5041)
O (-0.0616, 5.4161, 1.2507)
N (-1.5367, 6.5049, -0.1030)
N (-1.6219, 4.2147, 0.1050)
H (-2.4358, 6.4457, -0.5425)
H (-1.1475, 7.3760, 0.2023)
H (-2.4656, 4.3075, -0.4347)
H (-1.3347, 3.2681, 0.3259)
C (-4.9643, 2.2906, 1.6981)
O (-5.9503, 2.8346, 2.1914)
N (-3.7039, 2.4769, 2.1725)
N (-5.0645, 1.3789, 0.6820)
H (-3.5826, 3.1999, 2.8570)
H (-2.9378, 2.0065, 1.6856)
H (-4.2650, 0.8247, 0.4346)
H (-5.9762, 1.1095, 0.3688)
C (4.0894, -1.7572, -1.2798)
O (3.1029, -1.0406, -1.0871)
N (5.1135, -1.8548, -0.3812)
N (4.3750, -2.2437, -2.5198)
H (4.9857, -1.5568, 0.5663)
H (5.9396, -2.3332, -0.6854)
H (3.7141, -2.0316, -3.2473)
H (5.2162, -2.7343, -2.7544)
C (-0.9711, 1.8299, 4.7277)
O (-1.7078, 2.7625, 4.9866)
N (-1.3967, 0.5299, 4.7170)
N (0.3698, 1.9783, 4.4898)
H (-0.8311, -0.2501, 4.4380)
H (-2.3793, 0.3239, 4.6517)
H (0.7862, 2.8812, 4.3648)
H (0.9642, 1.1819, 4.3599)
C (1.0556, -3.8337, 0.9449)
O (0.9330, -2.6766, 0.5729)
N (0.9265, -4.9012, 0.0988)
N (1.2852, -4.1839, 2.2509)
H (0.8265, -5.8167, 0.4970)
H (0.6535, -4.7683, -0.8651)
H (1.4500, -5.1412, 2.4973)
H (1.6681, -3.4509, 2.8215)
C (-0.5669, 1.7961, -3.3937)
O (-1.7176, 2.0506, -3.6827)
N (0.1714, 0.7864, -3.9342)
N (0.1902, 2.6278, -2.5910)
H (-0.2956, 0.1533, -4.5596)
H (1.1012, 0.4944, -3.6871)
H (-0.2278, 3.4848, -2.2714)
H (1.1837, 2.5011, -2.5099)
C (0.6890, -3.3305, -3.1833)
O (1.3833, -4.2365, -2.7351)
N (1.0114, -2.0111, -3.0441)
N (-0.4357, -3.5488, -3.9230)
H (1.8158, -1.7090, -2.5097)
H (0.2944, -1.3060, -3.0891)
H (-0.9349, -2.7870, -4.3442)
H (-0.7759, -4.4698, -4.1228)
C (-2.7189, -2.8475, 3.7362)
O (-2.9195, -1.6516, 3.5547)
N (-2.5714, -3.7173, 2.6945)
N (-2.7533, -3.3961, 4.9772)
H (-2.7133, -3.4114, 1.7513)
H (-2.4386, -4.6937, 2.8809)
H (-2.9523, -2.7711, 5.7374)
H (-2.5795, -4.3614, 5.1817)

HOMO energy	-8.3	eV
Kohn-Sham gap	8.2201	eV
SMILES	NC(N)=O.NC(N)=O.NC(N)=O.NC(N)=O.NC(N)=O.NC(N)=O.NC(N)=O.NC(N)=O.NC(N)=O.NC(N)=O
net charge	0
F_max	0.0410	hartree/bohr

No. 2
The following is a DFT calculation (ωB97M-V/def2-TZVPD) of one molecule with the formula C4H4N2S2.

Geometry (Å):
C (-0.9474, 0.5059, -0.3157)
C (1.1659, 0.7853, 0.5987)
C (1.3765, -0.6459, 0.4550)
C (0.4106, -1.4135, -0.0720)
H (-2.2183, 2.3659, -0.4638)
H (2.3210, -1.0669, 0.7653)
H (0.4691, -2.4822, -0.2150)
H (-1.5151, -1.4085, -0.8653)
N (-0.0639, 1.2967, 0.1884)
N (-0.7822, -0.8398, -0.4771)
S (-2.5202, 1.1158, -0.8324)
S (2.3041, 1.7873, 1.2339)

HOMO energy	-8.0	eV
Kohn-Sham gap	8.1591	eV
SMILES	S=c1cc[nH]c(S)n1
net charge	0
F_max	0.0079	hartree/bohr

No. 3
The following is a DFT calculation (ωB97M-V/def2-TZVPD) of one molecule with the formula C7H12O in a non-equilibrium geometry.

Geometry (Å):
C (-1.5103, -1.6787, -0.1552)
C (2.9718, 0.6474, 0.3785)
C (-2.4310, 1.2681, -0.5959)
C (0.7392, -0.5928, 0.2827)
C (-0.6653, -0.4521, 0.0521)
C (1.5556, 0.4479, -0.0725)
C (-1.0989, 0.8495, -0.0504)
O (1.1420, -1.6960, 1.0002)
H (2.1045, -1.7708, 0.9392)
H (1.2961, 1.0534, -0.9372)
H (-0.6148, 1.6359, 0.5219)
H (-1.8671, -2.0626, 0.8068)
H (-2.3804, -1.4873, -0.7896)
H (-0.9461, -2.4746, -0.6504)
H (3.6765, 0.3042, -0.3865)
H (3.1611, 1.7122, 0.5455)
H (3.1975, 0.1238, 1.3104)
H (-3.2102, 1.1647, 0.1666)
H (-2.4005, 2.3213, -0.8910)
H (-2.7196, 0.6865, -1.4750)

HOMO energy	-7.9	eV
Kohn-Sham gap	8.7586	eV
SMILES	C/C=C(O)/C(C)=C/C
net charge	0
F_max	0.0385	hartree/bohr

No. 4
The following is a DFT calculation (ωB97M-V/def2-TZVPD) of one molecule with the formula C3H3NOS2 in a non-equilibrium geometry.

Geometry (Å):
C (0.2909, 0.0983, 1.0186)
C (-0.8481, -0.6892, 0.8006)
C (-1.1305, -0.6900, -0.5461)
H (2.0181, 1.8364, -1.4544)
H (0.9089, 0.4958, 1.9424)
H (-1.4092, -1.2778, 1.5874)
N (0.5282, 0.8524, -0.2208)
O (-0.4654, 0.3587, -1.2288)
S (2.1745, 0.7725, -0.7068)
S (-2.0673, -1.7570, -1.1921)

HOMO energy	-8.7	eV
Kohn-Sham gap	8.2177	eV
SMILES	S=c1ccn(S)o1
net charge	0
F_max	0.1149	hartree/bohr

No. 5
The following is a DFT calculation (ωB97M-V/def2-TZVPD) of one molecule with the formula C6H12O.

Geometry (Å):
C (2.5955, 0.8725, -0.0779)
C (1.6076, -0.2989, -0.0764)
O (0.5094, -0.2042, 0.8473)
C (-0.5841, -1.0377, 0.4881)
C (-1.9773, -0.8412, 1.0402)
C (-1.6828, -0.4611, -0.3843)
C (-1.3978, 0.9997, -0.6379)
H (3.0298, 1.0791, 0.9041)
H (2.1741, 1.8021, -0.4743)
H (3.4260, 0.5830, -0.7411)
H (2.1846, -1.2018, 0.1602)
H (1.2212, -0.4040, -1.0980)
H (-0.2966, -2.0738, 0.3529)
H (-2.2305, -0.0524, 1.7445)
H (-2.5349, -1.7669, 1.2018)
H (-2.1639, -1.0502, -1.1731)
H (-1.1153, 1.1512, -1.6810)
H (-2.2355, 1.6497, -0.3778)
H (-0.5293, 1.2549, -0.0171)

HOMO energy	-9.4	eV
Kohn-Sham gap	10.5817	eV
SMILES	CCO[C@H]1C[C@H]1C
net charge	0
F_max	0.0132	hartree/bohr

No. 6
The following is a DFT calculation (ωB97M-V/def2-TZVPD) of C2H5IS as an isolated structure in a non-equilibrium geometry.

Geometry (Å):
C (-0.6437, -0.7553, -0.0587)
C (0.3419, 0.2736, 0.3924)
S (0.0649, 2.0057, -0.0671)
I (2.3795, -0.2339, -0.0437)
H (-0.6432, -0.7079, -1.1927)
H (-0.4482, -1.8414, 0.0401)
H (-1.5719, -0.6545, 0.6076)
H (0.2198, 0.3731, 1.6773)
H (0.3008, 1.5405, -1.3552)

HOMO energy (alpha / beta)	-5.3 / -9.4	eV
Kohn-Sham gap (alpha / beta)	6.0524 / 6.0115	eV
net charge	0
<S²>	2.009
spin multiplicity	3
F_max	0.1473	hartree/bohr

Taking the records one at a time from the top gives ΔE to the lowest compared entry with this formula, charge and spin values of 60.4; 43.5; 117.4; 377.1; 178.9; 72.6 kJ/mol.
Taking the records one at a time from the top gives E_tot values of -2252.99595; -1060.69894; -349.10395; -1042.35507; -310.99114; -774.88434 a.u..